Record 1
Below is the ion C17H34NO3 with charge +1 in a non-equilibrium geometry, with properties calculated with ωB97M-V with the def2-TZVPD basis set.

## Properties
Max |F| = 1.01 eV/A
LUMO = -2.0 eV
Gap between HOMO and LUMO = 11.726 eV
Charge = +1
Relative energy (zero: lowest compared OMol25 entry of this formula, charge and spin) = 0.0 kcal per mole
DFT total energy = -25808.90653 eV
SMILES string = COC(=O)CCCCCCCC[C@H](O)C[NH+]1CCCCC1

Each line ends with the natural charge from an NBO analysis.
Geometry (Å):
H (1.74466, -2.93906, -2.00013)  0.2104
C (-0.53775, -1.59298, -1.28013)  -0.2451
H (-1.90904, 0.04074, 1.03297)  0.1708
C (-2.87179, 0.55167, 1.11204)  -0.3905
O (0.14820, 0.25655, -2.70150)  -0.7329
H (2.20730, -1.66536, 1.69573)  0.2218
H (-1.15749, 2.54599, 0.86350)  0.1825
H (1.84982, 2.00922, 2.98517)  0.2490
H (-2.81432, 1.36881, 3.11122)  0.2101
H (-3.37722, -1.08665, -0.81688)  0.1940
H (3.28612, 1.87471, -1.13422)  0.1908
H (-0.29154, 0.72846, 2.51244)  0.2013
O (1.91556, 2.79074, 0.12047)  -0.4687
C (1.08985, 2.35434, 2.27946)  -0.5059
H (3.23006, -3.89891, -0.12255)  0.2056
H (-0.14951, 0.04072, -3.59343)  0.4839
H (1.59580, 1.83017, -1.70056)  0.2129
H (4.22165, -2.79562, 0.82616)  0.2325
C (0.79254, -2.71176, 0.46979)  -0.2140
O (1.40191, 0.67057, 0.59352)  -0.7165
C (2.35000, 2.43318, -1.19080)  -0.2780
H (-0.42417, 1.96536, 3.76045)  0.2215
H (1.09489, 3.44332, 2.26873)  0.2401
C (-3.34989, 1.00761, -0.26815)  -0.4091
H (-2.72239, 1.82488, -0.62698)  0.1947
C (-2.74014, 1.72857, 2.08382)  -0.3973
H (-3.57360, 2.41173, 1.91763)  0.2138
C (-1.41648, 2.48138, 1.92311)  -0.3985
C (1.48041, 1.84438, 0.92028)  0.8574
H (-4.35600, 1.41123, -0.15120)  0.2203
H (-4.30561, -0.05583, -1.88255)  0.2295
H (-0.04062, -2.51557, 1.14727)  0.2258
C (-3.37621, -0.11598, -1.31569)  -0.3978
H (-1.52867, 3.50221, 2.29017)  0.2184
C (3.22463, -1.86649, -0.84549)  -0.4225
C (-0.27971, 1.80594, 2.69191)  -0.3869
H (-0.70974, 0.52057, -0.91065)  0.1915
H (-2.30146, 0.92768, -2.84353)  0.2271
H (4.02307, -2.04562, -1.56456)  0.2394
H (1.82768, -1.19215, -2.34903)  0.2551
H (-2.37818, -0.81922, -3.08986)  0.2072
H (3.35486, -0.86278, -0.43808)  0.2179
C (1.88465, -1.94673, -1.56332)  -0.2283
C (-2.23797, -0.03827, -2.33651)  -0.4251
H (0.65494, -3.69778, 0.01841)  0.2163
H (-3.59286, -0.16561, 1.50843)  0.2136
H (-1.31872, -1.87416, -0.57323)  0.2311
H (0.99315, -0.77534, -0.16357)  0.5045
C (2.10978, -2.64849, 1.23174)  -0.4224
N (0.77861, -1.69696, -0.60817)  -0.4147
C (-0.82373, -0.15802, -1.76294)  0.0881
H (2.09823, -3.39629, 2.02384)  0.2400
H (-0.56300, -2.29040, -2.12113)  0.2214
H (2.50823, 3.36914, -1.71875)  0.2157
C (3.28124, -2.88784, 0.28533)  -0.4015

Atomic forces in eV per Å
H -0.1496 0.0417 0.0489
C -0.6105 0.5169 -0.3285
H 0.1244 -0.1563 0.0004
C -0.2122 0.3628 0.0260
O 0.2397 0.1236 -0.2487
H -0.0292 0.0185 0.0830
H 0.0086 0.0819 -0.1437
H 0.0756 0.0429 -0.0675
H -0.0594 0.0497 0.0716
H -0.0861 -0.0896 0.0174
H -0.0446 0.0403 0.0195
H 0.0035 -0.0313 0.0806
O -0.0222 0.2817 0.2235
C -0.1650 -0.1662 0.0943
H 0.0290 -0.0788 -0.0167
H -0.0383 0.0251 0.0179
H 0.0737 0.0961 0.0540
H 0.0395 -0.0650 0.0050
C 0.1210 -0.3375 0.7709
O 0.0604 0.0023 -0.0733
C 0.0671 -0.2921 -0.4375
H 0.0058 -0.0519 0.0258
H 0.0579 -0.0189 0.0333
C 0.0201 -0.3268 0.0991
H 0.0194 0.1446 -0.0420
C 0.1689 -0.0695 -0.1260
H -0.0884 -0.0014 0.0590
C -0.0931 -0.2094 0.2876
C -0.0529 0.1354 0.2395
H 0.0085 0.0905 0.0004
H -0.0181 -0.1131 0.0198
H -0.0483 0.0589 -0.1787
C 0.0548 0.2052 -0.1138
H 0.0663 0.0809 -0.0806
C -0.0611 -0.3118 0.0758
C 0.0293 0.1849 -0.2160
H -0.0381 -0.0561 -0.0206
H 0.0736 -0.0186 -0.0361
H -0.0321 0.0652 -0.0740
H -0.1440 -0.1715 0.1369
H 0.0368 -0.0041 -0.1159
H 0.0453 0.0789 -0.0417
C 0.8432 0.1492 -0.5358
C 0.1007 -0.0884 0.2642
H -0.0804 0.0978 -0.0810
H 0.0473 -0.1185 -0.0339
H 0.1256 -0.0701 0.0546
H -0.1572 -0.2225 -0.1064
C 0.0790 -0.1930 -0.1970
N -0.0407 0.3438 0.1079
C -0.3600 -0.2974 0.1119
H -0.0934 0.0257 0.0396
H 0.0517 -0.0065 0.0755
H -0.0013 -0.0392 0.0613
C 0.0494 0.2611 0.1101

Record 2
Below is a structure of composition C17H34O2P2Pd in a non-equilibrium geometry, with properties calculated with ωB97M-V with the def2-TZVPD basis set.

## Properties
Max |F| = 2.72 eV/A
LUMO (spin up / spin down) = -0.5 / -0.4 eV
<S²> = 2.0285
Gap between HOMO and LUMO (spin up / spin down) = 3.680 / 4.185 eV
Relative energy (zero: lowest compared OMol25 entry of this formula, charge and spin) = 98.1 kcal per mole
DFT total energy = -44323.50595 eV
Multiplicity = 3

Each line ends with the natural charge from an NBO analysis.
Geometry (Å):
C (5.32742, 4.17483, -0.38475)  -0.9771
C (2.84646, 5.83252, -0.53181)  -0.7488
C (2.34993, 5.89712, 0.97905)  -0.7460
H (1.87547, -2.34606, -2.11627)  0.2119
H (2.91604, 3.81216, 0.95255)  0.1637
H (1.50294, 2.93821, -2.87095)  0.1828
H (3.57102, 6.66080, -0.64918)  0.2470
H (3.05892, 0.92896, 0.12372)  0.2352
P (0.69028, 5.24393, 1.54351)  1.5974
C (0.46239, 3.43360, 1.61960)  -0.5447
C (0.78186, -2.37549, -2.03139)  -0.7179
H (-0.04440, 3.97613, -1.70962)  0.2110
H (-0.31758, 6.23111, -0.46264)  0.2596
H (0.50421, -3.20954, -1.38634)  0.2231
P (3.71626, 4.35158, -1.22981)  1.5342
H (-2.56948, 0.93381, 1.75469)  0.1575
H (3.13200, 5.51825, 1.66112)  0.2566
H (-0.27991, 5.25947, 3.77210)  0.2681
C (2.96475, 2.61266, -1.28745)  -0.5030
H (1.12310, 1.55501, -1.82175)  0.3077
C (3.19942, 2.01007, 0.03363)  -0.2358
H (-1.17862, 3.24604, 0.10962)  0.2255
H (-0.72743, 7.14949, 1.04499)  0.2391
C (0.66287, 3.54158, -0.96728)  -0.4408
H (2.26627, 6.98005, 1.21997)  0.2508
H (1.82068, 2.49184, 3.03132)  0.1798
H (5.23116, 4.33834, 0.69894)  0.2587
O (-0.34936, -0.25952, -2.18289)  -0.8126
C (-2.41922, 0.11451, 1.02850)  -0.9941
H (1.36363, 4.31680, -0.61353)  0.1146
H (1.51490, 5.43632, 3.81074)  0.2563
H (3.74173, 2.64449, 2.00870)  0.2133
H (6.09291, 4.87808, -0.75051)  0.2494
C (0.58955, 5.74005, 3.29055)  -0.9836
C (4.10612, 4.81291, -2.94345)  -0.9740
H (3.58275, 2.10784, -2.04465)  0.2471
Pd (-1.49822, 0.44860, -0.60775)  0.3847
H (0.46157, 6.83938, 3.36491)  0.2356
H (5.02055, 5.43388, -3.00432)  0.2537
H (-1.81925, -0.73634, 1.44357)  0.1787
H (3.26893, 5.37986, -3.39021)  0.2634
C (2.94460, 2.76105, 1.24448)  -0.4757
C (0.32087, -1.07131, -1.39379)  0.7513
H (2.02111, 6.09579, -1.22868)  0.2664
C (1.61393, 2.43346, 1.95876)  -0.3866
H (4.28412, 3.88049, -3.51031)  0.2712
H (1.24925, 1.41393, 1.74621)  0.2804
C (-0.59081, 6.13765, 0.60872)  -0.9807
H (-3.36732, -0.25616, 0.58001)  0.1716
C (-0.07991, 3.27588, 0.24790)  -0.5152
C (1.52130, 2.58461, -1.81456)  -0.4326
O (0.56794, -0.78912, -0.17069)  -0.7509
H (-0.31302, 3.21820, 2.40153)  0.2747
H (5.69722, 3.15560, -0.57405)  0.2817
H (-1.57969, 5.64464, 0.67371)  0.2952
H (0.33155, -2.52017, -3.01932)  0.2210

Atomic forces in eV per Å
C 0.2572 0.1862 0.0507
C -0.3101 0.8175 0.4373
C 0.2597 0.8896 -0.4241
H -0.1788 -0.1335 0.0015
H 0.1549 -0.2016 0.4318
H 0.0955 -0.1501 0.3805
H -0.0233 -0.2516 0.1508
H 0.2951 0.1831 -0.3478
P 0.3705 -1.3652 0.7018
C -0.3104 -1.1136 -1.0249
C 0.0734 0.1607 0.1675
H 0.3154 0.1339 0.3385
H -0.1182 -0.2003 0.6640
H 0.1191 0.0162 0.0398
P 0.0556 -0.5968 -0.0326
H -0.1648 -0.4636 -0.0075
H -0.4796 0.1308 -0.2398
H 0.4088 0.1093 -0.3608
C 0.2381 -0.0547 -0.1460
H 0.1387 0.2711 0.1806
C -0.2399 -1.2456 -0.3324
H 0.7942 -0.4584 0.4391
H 0.3310 -0.3405 -0.2384
C -0.3870 1.0055 -0.3926
H 0.0829 -0.3898 -0.2204
H -0.0579 -0.0767 0.2584
H -0.0657 -0.2666 -0.3575
O 2.1543 -1.6589 0.0474
C -0.8912 -0.2893 1.3166
H 0.1826 0.1436 -0.8800
H -0.4196 0.0747 -0.2280
H -0.0988 0.0024 -0.3071
H -0.4844 -0.0686 -0.0510
C 0.0343 1.3646 0.1440
C 0.0707 0.2657 -0.3109
H 0.1944 0.1314 -0.0271
Pd 0.1117 0.9747 -0.4472
H 0.1519 -0.4930 0.2541
H -0.4945 -0.2670 0.1524
H -0.6041 0.6078 0.1186
H 0.3478 -0.4126 0.1216
C -0.2615 0.2249 0.7584
C -0.5862 1.7061 -0.0112
H 0.4899 -0.3493 0.4282
C 0.2219 0.8538 0.7715
H -0.1829 0.4999 0.2055
H 0.0175 0.4987 -0.1866
C -0.3681 0.4647 0.0869
H -0.0279 0.0830 0.7829
C -2.3005 -1.0548 -0.1709
C 0.0424 0.0173 -0.2141
O 0.1212 -0.9020 -2.1390
H 0.2879 0.6023 -0.7938
H -0.2574 0.2714 0.1931
H 0.7513 -0.0671 0.0158
H 0.1429 0.1802 0.2524

- Among the records above, which one has the lowest DFT total energy?
  C17H34O2P2Pd

- Which of these has the lowest max |F|?
  C17H34NO3

- Which value of DFT total energy does entry 2 give?
  -44323.50595 eV

- What is the formula in the second record?
  C17H34O2P2Pd